Computed, not measured: a 2-piece molecular cluster, C6H14O overall, with ωB97M-V/def2-TZVPD.

Structure (ORCA input):
```
! RIJCOSX wB97M-V def2-TZVPD def2/J DEFGRID3
* xyz 0 1
C -0.585 -1.491 -0.182
C -1.590 -0.482 0.379
C -0.884 0.549 1.254
C -2.372 0.197 -0.737
H -1.104 -2.284 -0.722
H 0.079 -0.986 -0.887
H 0.016 -1.916 0.618
H -2.282 -1.025 1.031
H -1.573 1.171 1.832
H -0.295 1.250 0.652
H -0.209 0.080 1.972
H -2.888 -0.535 -1.358
H -3.118 0.886 -0.340
H -1.681 0.771 -1.361
C 2.755 0.724 -0.918
C 2.454 0.309 0.490
O 2.494 -0.825 0.892
H 2.606 -0.111 -1.601
H 3.811 1.005 -0.970
H 2.164 1.582 -1.233
H 2.203 1.130 1.190
*
```

Computed properties:
Frontier orbital gap, eV: 10.9
Electronic energy, hartree: -312.23120
Strongest force on any atom, eV/A: 0.48
HOMO energy, eV: -9.941
LUMO level, eV: 1.00
Relative energy (zero: lowest compared OMol25 entry of this formula, charge and spin), eV: 0.6486